1.
Entry from the Open Molecules 2025 dataset: a 8-piece molecular cluster, C72H60N4O8 overall at a distorted geometry (ωB97M-V/def2-TZVPD).

```
! wB97M-V def2-TZVPD RIJCOSX def2/J DEFGRID3
* xyz 0 1
O 6.021 -22.169 -21.048
C 5.495 -21.073 -21.287
C 4.131 -20.963 -21.703
C 3.316 -22.067 -21.774
C 2.014 -22.074 -22.262
C 1.483 -20.861 -22.653
C 2.262 -19.688 -22.566
C 3.584 -19.706 -22.136
C 4.380 -18.438 -21.909
O 3.846 -17.354 -22.192
C 5.765 -18.569 -21.439
C 6.522 -17.388 -21.349
C 7.851 -17.473 -20.907
C 8.414 -18.731 -20.778
C 7.720 -19.866 -20.904
C 6.379 -19.800 -21.225
H 3.740 -22.999 -21.369
H 1.342 -22.932 -22.303
H 0.525 -20.783 -23.064
H 1.841 -18.756 -22.930
H 5.952 -16.473 -21.437
H 8.473 -16.632 -20.655
H 9.440 -18.805 -20.431
H 8.242 -20.786 -20.785
O 1.190 -16.743 -17.564
C 0.789 -17.231 -18.620
C 0.133 -18.579 -18.684
C 0.041 -19.395 -17.567
C -0.654 -20.599 -17.622
C -1.251 -21.057 -18.791
C -1.198 -20.225 -19.920
C -0.581 -18.980 -19.874
C -0.760 -18.069 -21.015
O -1.527 -18.409 -21.924
C 0.078 -16.819 -21.013
C 0.209 -16.101 -22.191
C 1.084 -15.014 -22.344
C 1.772 -14.657 -21.224
C 1.728 -15.315 -20.006
C 0.890 -16.421 -19.918
H 0.681 -19.051 -16.748
H -0.552 -21.337 -16.812
H -1.653 -22.028 -18.939
H -1.698 -20.628 -20.814
H -0.269 -16.393 -23.087
H 1.351 -14.584 -23.272
H 2.488 -13.821 -21.278
H 2.335 -14.982 -19.194
O -4.577 -24.827 -24.340
C -4.277 -25.864 -24.916
C -5.254 -26.963 -25.342
C -6.642 -26.729 -25.483
C -7.517 -27.741 -25.870
C -7.025 -28.977 -26.254
C -5.671 -29.254 -26.134
C -4.801 -28.257 -25.655
C -3.345 -28.614 -25.366
O -3.007 -29.716 -25.077
C -2.414 -27.417 -25.443
C -1.076 -27.667 -25.848
C -0.259 -26.537 -26.018
C -0.741 -25.242 -25.873
C -1.991 -25.068 -25.374
C -2.868 -26.123 -25.290
H -7.044 -25.777 -25.139
H -8.555 -27.464 -26.115
H -7.774 -29.693 -26.594
H -5.223 -30.194 -26.395
H -0.751 -28.700 -25.974
H 0.745 -26.703 -26.383
H -0.146 -24.389 -26.129
H -2.370 -24.106 -25.152
O 0.316 -29.811 -18.517
C -0.184 -28.698 -18.440
C 0.655 -27.493 -18.763
C 1.943 -27.765 -19.289
C 2.697 -26.699 -19.715
C 2.180 -25.362 -19.680
C 0.981 -25.184 -19.024
C 0.212 -26.240 -18.597
C -1.244 -25.913 -18.296
O -1.607 -24.743 -18.256
C -2.067 -27.104 -18.083
C -3.391 -26.868 -17.823
C -4.314 -27.904 -17.572
C -3.828 -29.231 -17.522
C -2.462 -29.457 -17.803
C -1.615 -28.422 -18.066
H 2.223 -28.883 -19.269
H 3.666 -26.940 -20.102
H 2.702 -24.564 -20.068
H 0.533 -24.194 -18.982
H -3.762 -25.843 -17.764
H -5.336 -27.753 -17.350
H -4.417 -30.061 -17.246
H -2.115 -30.506 -17.865
C -0.216 -27.499 -22.107
C -0.357 -28.989 -22.190
C 0.555 -29.733 -23.150
C 1.924 -29.164 -23.132
N 2.900 -28.604 -22.891
H -0.127 -27.036 -23.076
H 0.690 -27.185 -21.545
H -1.002 -27.054 -21.533
H -1.361 -29.246 -22.515
H -0.098 -29.368 -21.213
H 0.138 -29.511 -24.143
H 0.476 -30.811 -22.886
C -7.860 -26.884 -21.974
C -7.351 -28.344 -21.879
C -6.097 -28.548 -20.942
C -4.916 -27.998 -21.624
N -3.958 -27.579 -22.108
H -8.280 -26.418 -21.043
H -8.582 -26.755 -22.780
H -7.000 -26.283 -22.405
H -7.210 -28.655 -22.913
H -8.147 -28.985 -21.523
H -6.036 -29.613 -20.866
H -6.007 -28.057 -19.968
C -8.231 -17.609 -19.821
C -7.765 -17.221 -21.193
C -7.748 -18.354 -22.179
C -9.023 -18.976 -22.305
N -10.103 -19.364 -22.496
H -9.247 -17.758 -19.614
H -7.889 -16.737 -19.192
H -7.658 -18.442 -19.510
H -6.799 -16.638 -21.240
H -8.537 -16.433 -21.430
H -7.036 -19.122 -21.935
H -7.513 -18.072 -23.196
C -5.106 -22.547 -21.168
C -4.766 -24.028 -21.268
C -3.349 -24.377 -20.730
C -2.272 -23.574 -21.389
N -1.379 -22.948 -21.810
H -6.146 -22.282 -21.409
H -4.390 -22.055 -21.890
H -4.971 -22.102 -20.245
H -4.772 -24.232 -22.317
H -5.501 -24.644 -20.746
H -3.142 -25.399 -21.024
H -3.148 -24.309 -19.645
*
```

Output
- E_tot: -97976.424 eV
- HOMO-LUMO gap: 8.023 eV
- SMILES: O=C1c2ccccc2C(=O)c2ccccc21.O=C1c2ccccc2C(=O)c2ccccc21.O=C1c2ccccc2C(=O)c2ccccc21.O=C1c2ccccc2C(=O)c2ccccc21.CCCC#N.CCCC#N.CCCC#N.CCCC#N

2.
Entry from the Open Molecules 2025 dataset: C25H19ClHfN5OSSbSe4 as an isolated structure (ωB97M-V/def2-TZVPD).

```
! wB97M-V def2-TZVPD RIJCOSX def2/J DEFGRID3
* xyz 0 1
Hf -0.965 -0.007 -0.110
Cl 1.036 -6.036 3.601
C 0.824 -4.674 2.543
C 1.053 -4.818 1.178
C 0.905 -3.741 0.327
C 0.506 -2.501 0.827
O 0.398 -1.463 -0.008
C 0.249 -2.366 2.203
C -0.150 -1.111 2.800
N -0.597 -0.108 2.145
C -0.801 1.130 2.803
C -1.573 1.331 3.905
C -1.679 2.633 4.444
C -1.015 3.683 3.882
C -0.207 3.489 2.734
C 0.533 4.511 2.102
C 1.303 4.206 1.016
C 1.298 2.887 0.524
N 0.610 1.912 1.064
C -0.117 2.203 2.181
C 0.434 -3.461 3.058
H 1.352 -5.782 0.789
H 1.083 -3.835 -0.737
H -0.030 -1.017 3.881
H -2.134 0.512 4.336
H -2.314 2.793 5.305
H -1.108 4.679 4.294
H 0.484 5.522 2.486
H 1.893 4.958 0.512
H 1.872 2.643 -0.362
H 0.258 -3.355 4.120
C 4.104 -1.656 -1.753
N 2.926 -0.870 -2.065
C 2.810 0.493 -1.859
C 1.593 0.869 -2.291
N 0.964 -0.285 -2.751
C 1.797 -1.367 -2.640
S 1.506 -2.905 -3.213
C -0.338 -0.332 -3.327
C -0.541 0.112 -4.610
C -1.844 0.084 -5.099
C -2.850 -0.407 -4.296
C -2.542 -0.823 -3.010
N -1.304 -0.770 -2.514
H 4.968 -1.258 -2.283
H 3.912 -2.675 -2.079
H 4.285 -1.640 -0.679
H 3.609 1.065 -1.421
H 1.095 1.822 -2.326
H 0.294 0.461 -5.200
H -2.061 0.444 -6.096
H -3.879 -0.440 -4.622
H -3.313 -1.178 -2.340
Se -4.335 2.653 1.714
Sb -3.939 1.401 -0.262
Se -3.191 -1.011 0.443
Se -5.486 1.202 -2.062
Se -1.639 2.195 -1.199
*
```

Output
- E_tot: -328324.828 eV
- HOMO-LUMO gap: 6.267 eV
- ΔE to the lowest compared entry with this formula, charge and spin: 0.0 kJ/mol

3.
Entry from the Open Molecules 2025 dataset: C24H26ClLaN5O3 as an isolated structure (ωB97M-V/def2-TZVPD).

```
! wB97M-V def2-TZVPD RIJCOSX def2/J DEFGRID3
* xyz 1 1
La -0.407 0.017 0.167
C 0.193 -4.837 -0.261
C -0.310 -3.433 -0.228
N 0.438 -2.391 -0.236
N 1.815 -2.585 -0.238
C 2.458 -1.443 -0.260
O 1.931 -0.261 -0.297
C 3.945 -1.513 -0.195
C 4.700 -0.347 -0.287
C 6.083 -0.402 -0.218
C 6.722 -1.623 -0.057
C 5.975 -2.789 0.032
C 4.594 -2.737 -0.038
C -1.802 -3.212 -0.212
C -2.662 -4.302 -0.178
C -4.033 -4.081 -0.194
C -4.507 -2.784 -0.237
C -3.586 -1.749 -0.245
N -2.271 -1.947 -0.230
H 1.277 -4.848 -0.286
H -0.192 -5.347 -1.145
H -0.151 -5.394 0.612
H 4.200 0.601 -0.424
H 6.664 0.507 -0.295
H 7.802 -1.668 -0.004
H 6.474 -3.741 0.155
H 4.010 -3.643 0.030
H -2.280 -5.309 -0.149
H -4.718 -4.917 -0.175
H -5.565 -2.566 -0.257
H -3.917 -0.718 -0.259
N 0.442 0.316 2.728
C 0.130 1.603 3.402
C 0.897 2.790 2.834
C 0.408 3.374 1.516
N 0.720 2.510 0.361
H 0.065 -0.435 3.302
H 1.449 0.167 2.721
H 0.362 1.524 4.466
H -0.945 1.769 3.307
H 1.965 2.549 2.763
H 0.837 3.587 3.578
H 0.852 4.364 1.387
H -0.676 3.510 1.551
H 1.722 2.334 0.315
H 0.483 2.999 -0.498
Cl -7.221 5.506 -0.171
C -5.893 4.397 -0.100
C -5.171 4.134 -1.256
C -4.112 3.247 -1.194
C -3.783 2.633 0.010
C -4.521 2.907 1.159
C -5.582 3.793 1.110
C -2.647 1.680 0.071
O -1.981 1.439 -0.988
O -2.356 1.116 1.170
H -5.443 4.620 -2.181
H -3.537 3.025 -2.082
H -4.260 2.420 2.088
H -6.168 4.020 1.988
*
```

Output
- E_tot: -52285.697 eV
- HOMO-LUMO gap: 7.662 eV
- ΔE to the lowest compared entry with this formula, charge and spin: 0.0 kJ/mol